# 1
The following is a DFT calculation (wB97M-V/def2-TZVPD) of a molecular structure, C44H39AsINOPS5Ta in a non-equilibrium geometry.

Output
- E_HOMO: -12.9 eV
- Largest force on an atom: 0.0297 hartree/bohr
- Energy above the lowest of the compared OMol25 structures with the same formula, charge and spin: 0.798 eV
- Gap between HOMO and LUMO: 6.170 eV
- Net charge: +2

XYZ file:
```
94
Properties=species:S:1:pos:R:3:forces:R:3:mulliken_charge:R:1
Ta 0.147 -0.009 0.237 -0.251 0.623 -1.374 0.876
I -1.374 -1.280 -1.919 0.223 -0.138 -0.058 0.269
C -1.577 -3.337 -1.788 -0.228 -0.230 0.041 0.328
C -2.868 -3.734 -2.013 0.028 -0.244 0.002 -0.754
C -3.168 -5.102 -2.186 -0.036 0.191 0.032 -0.951
C -2.148 -5.997 -2.202 0.117 -0.037 -0.010 -0.901
C -0.806 -5.596 -1.972 -0.037 -0.151 -0.006 0.974
C 0.217 -6.568 -2.046 -0.065 0.036 0.019 -0.748
C 1.513 -6.226 -1.809 0.045 0.053 0.012 -1.305
C 1.813 -4.913 -1.418 0.074 -0.075 -0.033 -0.418
C 0.859 -3.925 -1.324 -0.114 0.061 -0.116 0.313
P 1.545 -2.372 -0.584 0.008 -0.057 0.128 1.650
C 2.375 -3.131 0.843 0.072 0.077 0.066 0.801
C 1.527 -3.578 1.857 -0.030 -0.015 0.011 -0.844
C 2.041 -4.199 2.980 0.046 -0.011 -0.003 -0.699
C 3.416 -4.368 3.110 -0.031 0.004 -0.003 -0.679
C 4.263 -3.941 2.099 -0.026 0.003 -0.033 -0.834
C 3.745 -3.330 0.962 0.031 -0.027 0.015 -0.168
C 2.766 -1.880 -1.840 -0.021 -0.057 -0.027 1.100
C 3.946 -1.212 -1.514 0.017 0.034 -0.007 -0.124
C 4.827 -0.820 -2.509 -0.035 0.003 -0.038 -1.030
C 4.528 -1.066 -3.843 0.002 0.007 0.029 -0.799
C 3.342 -1.701 -4.178 -0.033 0.016 0.020 -0.724
C 2.465 -2.109 -3.181 -0.005 -0.013 -0.068 -0.830
C -0.485 -4.239 -1.679 -0.052 0.074 0.017 0.330
H -3.663 -3.006 -2.089 -0.006 0.009 0.018 0.461
H -4.192 -5.412 -2.339 -0.003 0.009 -0.026 0.429
H -2.340 -7.045 -2.395 0.007 -0.009 0.011 0.414
H -0.052 -7.585 -2.302 -0.008 -0.009 0.016 0.424
H 2.305 -6.959 -1.881 0.010 0.004 0.005 0.480
H 2.840 -4.689 -1.159 -0.010 -0.001 -0.012 0.419
H 0.453 -3.445 1.768 0.006 0.023 -0.004 0.341
H 1.375 -4.551 3.756 -0.004 0.009 0.011 0.464
H 3.823 -4.839 3.994 -0.001 -0.020 -0.001 0.433
H 5.330 -4.091 2.186 0.008 0.003 -0.001 0.473
H 4.420 -3.034 0.172 0.004 0.016 -0.002 0.521
H 4.185 -0.996 -0.483 -0.006 0.003 0.018 0.404
H 5.746 -0.316 -2.241 0.015 -0.010 0.005 0.482
H 5.221 -0.767 -4.618 0.002 0.013 -0.003 0.437
H 3.101 -1.892 -5.214 0.002 -0.011 -0.004 0.492
H 1.552 -2.620 -3.461 0.021 -0.034 0.009 0.388
S -1.576 -0.819 1.624 -0.053 0.118 -0.041 -0.141
C -1.879 0.187 3.062 -0.009 -0.162 0.043 1.274
C -2.507 -0.409 4.149 0.000 0.060 0.027 -0.769
C -2.808 0.369 5.259 0.002 -0.013 -0.040 -0.670
C -2.502 1.722 5.270 0.007 0.020 -0.013 -0.860
C -1.879 2.310 4.175 -0.036 0.000 0.090 -0.417
C -1.560 1.540 3.068 0.005 -0.159 -0.090 -0.703
As -0.655 2.251 1.517 -0.170 -0.066 0.757 1.173
C 0.452 3.560 2.389 0.129 0.225 -0.049 0.503
C 1.564 3.136 3.113 -0.035 0.040 0.033 -0.512
C 2.294 4.048 3.859 0.003 -0.001 -0.010 -0.975
C 1.919 5.384 3.891 0.016 -0.018 0.007 -0.601
C 0.801 5.804 3.188 -0.040 -0.017 -0.048 -0.843
C 0.062 4.896 2.439 0.078 0.048 0.050 -0.178
C -2.065 3.242 0.660 0.013 0.007 -0.240 0.165
C -3.382 2.822 0.812 -0.077 0.158 0.042 -0.784
C -4.401 3.488 0.140 0.035 -0.017 0.076 -0.878
C -4.106 4.559 -0.691 0.007 0.037 0.011 -0.681
C -2.788 4.971 -0.853 -0.001 -0.015 0.006 -1.126
C -1.767 4.309 -0.185 -0.050 -0.029 -0.095 -0.163
H -2.756 -1.461 4.128 0.008 -0.008 0.002 0.525
H -3.287 -0.086 6.115 -0.001 0.001 0.005 0.421
H -2.743 2.324 6.136 -0.008 0.003 -0.003 0.438
H -1.645 3.367 4.192 0.047 -0.018 0.000 0.543
H 1.849 2.094 3.129 -0.014 -0.006 0.007 0.566
H 3.153 3.710 4.423 0.001 0.002 0.003 0.475
H 2.489 6.093 4.476 0.005 0.003 0.002 0.411
H 0.492 6.840 3.226 -0.002 0.002 0.000 0.455
H -0.823 5.243 1.927 0.000 -0.010 -0.007 0.487
H -3.626 2.000 1.474 0.007 -0.015 0.000 0.470
H -5.428 3.174 0.277 -0.005 -0.001 0.000 0.447
H -4.903 5.083 -1.202 -0.005 0.012 0.013 0.438
H -2.558 5.822 -1.482 -0.002 0.003 -0.002 0.544
H -0.743 4.642 -0.313 0.009 -0.007 0.012 0.871
S 1.435 -0.336 2.204 0.193 0.076 0.161 -0.130
S 3.461 0.031 1.841 -0.124 -0.257 0.205 0.056
S 3.420 1.710 0.723 -0.024 0.079 -0.247 -0.027
S 1.977 1.258 -0.660 0.210 0.026 0.476 -0.406
C -3.331 1.557 -2.490 -0.004 -0.001 0.008 -1.418
N -2.113 2.208 -2.966 0.095 -0.089 0.113 0.485
C -2.283 3.075 -4.134 -0.024 0.035 0.010 -1.101
C -0.955 2.112 -2.334 -0.284 0.237 -0.094 0.541
C 0.159 2.994 -2.803 0.089 -0.096 0.044 -1.902
O -0.832 1.320 -1.344 0.304 -0.306 0.183 0.407
H -4.128 2.298 -2.463 0.025 -0.004 -0.015 0.517
H -3.180 1.174 -1.488 -0.009 -0.019 0.015 0.402
H -3.618 0.751 -3.166 0.013 -0.009 -0.013 0.360
H -3.169 2.747 -4.671 0.006 -0.004 0.004 0.428
H -1.432 3.005 -4.805 0.005 -0.005 -0.006 0.410
H -2.422 4.113 -3.828 -0.016 0.001 0.011 0.295
H -0.187 4.023 -2.892 -0.039 -0.004 -0.032 0.511
H 0.514 2.675 -3.785 0.018 -0.021 0.004 0.439
H 0.986 2.950 -2.107 -0.031 0.062 -0.029 0.331
```
Forces are in eV/Å.


# 2
The following is a DFT calculation (wB97M-V/def2-TZVPD) of a molecular structure, C34H67As3MgNSi3.

Output
- E_HOMO: -10.6 eV
- Largest force on an atom: 0.0126 hartree/bohr
- Gap between HOMO and LUMO: 8.041 eV
- Net charge: +1

XYZ file:
```
109
Properties=species:S:1:pos:R:3:forces:R:3:mulliken_charge:R:1
Mg 0.993 -0.049 0.344 -0.024 -0.158 -0.092 0.800
C -0.203 -0.852 4.490 0.009 -0.104 -0.001 -1.597
C -0.320 -2.042 3.572 -0.034 0.104 -0.050 0.100
C 0.777 -2.858 3.304 0.016 -0.042 -0.059 -0.162
C 0.644 -4.021 2.552 0.017 -0.073 -0.002 0.809
C 1.820 -4.927 2.303 -0.087 0.014 0.034 -1.692
C -0.615 -4.364 2.066 0.015 0.038 0.100 -0.316
C -1.729 -3.573 2.323 -0.019 -0.029 -0.048 0.795
C -3.103 -4.017 1.898 0.076 -0.016 0.094 -1.860
C -1.562 -2.401 3.055 0.020 -0.006 -0.036 -0.403
H 0.820 -0.482 4.549 -0.024 0.022 -0.004 0.340
H -0.497 -1.145 5.500 -0.022 0.061 0.006 0.437
H -0.863 -0.043 4.175 0.019 0.038 0.026 0.262
H 1.744 -2.612 3.730 -0.013 0.024 -0.018 0.400
H 1.571 -5.949 2.591 0.041 -0.013 -0.019 0.483
H 2.688 -4.614 2.880 0.023 0.002 -0.040 0.326
H 2.095 -4.941 1.246 0.022 0.006 0.002 0.263
H -0.728 -5.282 1.496 -0.032 -0.015 0.027 0.458
H -3.552 -4.613 2.695 -0.047 -0.002 -0.031 0.473
H -3.067 -4.640 1.005 -0.013 0.020 -0.006 0.370
H -3.758 -3.166 1.716 -0.009 -0.012 0.000 0.308
H -2.427 -1.780 3.270 0.000 -0.005 0.010 0.417
C 3.236 -0.196 2.901 0.278 0.009 -0.245 -0.568
Si 3.989 -0.372 1.163 -0.090 -0.052 0.084 0.183
C 3.880 -2.238 0.825 0.028 0.220 -0.080 -0.523
C 5.818 0.080 1.259 -0.247 -0.028 0.019 -1.153
C 2.973 0.647 -0.077 -0.095 0.071 -0.222 0.793
Si 3.362 2.488 0.105 -0.010 0.091 0.057 0.463
C 2.271 3.726 -0.843 0.001 -0.260 0.080 -1.062
C 5.097 2.956 -0.491 -0.133 -0.194 0.083 -1.316
C 3.146 2.971 1.928 0.184 -0.016 -0.196 -1.039
Si 3.122 -0.086 -1.791 0.123 0.270 0.019 -0.545
C 4.885 -0.451 -2.355 -0.225 -0.117 0.106 -1.153
C 2.267 0.814 -3.231 0.139 0.063 0.284 -1.180
C 2.096 -1.716 -1.732 0.282 0.019 -0.218 -0.029
C 2.324 -2.786 -2.592 -0.040 -0.018 0.016 -0.710
C 1.522 -3.915 -2.527 0.021 0.096 0.051 -0.885
C 0.503 -3.962 -1.583 0.033 0.009 -0.040 -1.103
C 0.313 -2.866 -0.765 -0.024 -0.110 -0.050 -1.657
N 1.081 -1.773 -0.848 -0.256 0.103 0.260 1.212
H 3.525 -1.047 3.522 -0.040 -0.034 -0.012 0.542
H 2.141 -0.169 2.858 -0.002 0.001 0.115 -0.397
H 3.578 0.706 3.407 -0.105 0.020 -0.005 0.495
H 4.452 -2.774 1.587 0.031 0.065 0.038 0.570
H 4.287 -2.527 -0.146 -0.032 -0.021 0.017 0.296
H 2.851 -2.601 0.880 0.032 -0.027 0.018 -0.363
H 6.329 -0.592 1.952 -0.033 -0.025 0.011 0.414
H 5.963 1.099 1.622 0.014 -0.015 0.008 0.345
H 6.310 -0.004 0.288 -0.008 -0.014 0.011 0.344
H 2.064 3.431 -1.872 -0.030 0.060 -0.002 0.333
H 2.813 4.673 -0.893 0.060 -0.020 0.085 0.514
H 1.323 3.928 -0.342 -0.034 -0.015 -0.021 0.119
H 5.080 3.181 -1.561 -0.021 0.008 -0.015 0.356
H 5.850 2.186 -0.329 -0.020 0.046 0.015 0.327
H 5.427 3.859 0.028 -0.003 0.032 -0.036 0.388
H 2.314 2.439 2.395 -0.013 0.025 0.000 0.108
H 2.955 4.042 2.027 0.023 0.014 -0.060 0.448
H 4.044 2.752 2.511 -0.033 -0.017 0.033 0.405
H 5.518 0.416 -2.153 -0.034 0.023 -0.015 0.317
H 4.926 -0.645 -3.428 -0.002 -0.026 0.004 0.490
H 5.325 -1.305 -1.837 0.016 0.029 0.010 0.344
H 2.408 1.894 -3.191 0.011 0.000 -0.045 0.357
H 1.194 0.613 -3.265 0.000 0.026 0.032 0.069
H 2.694 0.473 -4.176 0.000 -0.080 0.023 0.497
H 3.138 -2.728 -3.303 -0.014 -0.022 -0.008 0.573
H 1.694 -4.747 -3.197 -0.010 -0.027 0.023 0.486
H -0.132 -4.832 -1.485 -0.008 0.008 0.035 0.605
H -0.463 -2.857 -0.009 0.016 0.010 -0.066 1.334
C -1.005 3.124 1.362 0.054 -0.169 0.032 -1.268
As -1.367 1.470 0.356 -0.009 0.591 -0.264 0.566
C -0.576 1.998 -1.355 0.031 -0.130 -0.087 0.354
C -3.285 1.912 0.014 0.084 -0.441 0.181 -1.346
C -4.118 1.444 -1.192 0.136 -0.109 -0.103 3.169
C -3.621 2.015 -2.532 0.010 -0.072 0.145 -1.720
C -4.232 -0.088 -1.304 0.072 0.075 0.056 -2.316
As -2.607 -1.193 -1.577 -0.195 0.023 -0.158 0.772
C -3.602 -2.886 -1.501 0.028 0.039 0.082 -1.249
C -2.449 -1.208 -3.543 0.035 0.028 0.076 -1.475
C -5.554 1.949 -0.935 -0.087 0.216 -0.005 -2.107
As -6.093 3.863 -0.668 0.172 -0.064 0.114 0.312
C -5.511 4.123 1.201 -0.034 0.045 0.003 -1.017
C -4.667 4.953 -1.489 -0.084 -0.040 0.000 -0.928
H -1.135 3.998 0.723 -0.027 -0.049 -0.058 0.396
H 0.011 3.120 1.757 0.006 0.004 -0.013 0.130
H -1.699 3.195 2.200 0.007 -0.055 0.010 0.498
H -0.909 2.987 -1.664 0.023 0.043 0.049 0.700
H -0.848 1.277 -2.123 -0.010 -0.042 0.004 -0.370
H 0.510 2.007 -1.265 0.004 0.081 -0.052 -0.797
H -3.268 3.002 0.013 0.098 -0.064 0.020 -0.340
H -3.796 1.604 0.931 0.009 0.030 0.015 0.743
H -2.864 1.377 -2.983 0.053 0.051 -0.006 0.194
H -3.208 3.016 -2.428 -0.026 -0.022 -0.027 0.184
H -4.457 2.068 -3.231 0.030 -0.017 -0.060 0.528
H -4.921 -0.331 -2.119 -0.015 -0.004 0.014 0.554
H -4.679 -0.482 -0.385 0.016 -0.018 -0.010 0.504
H -4.396 -2.879 -2.247 0.011 0.013 -0.030 0.491
H -4.047 -3.016 -0.516 0.034 0.014 -0.040 0.233
H -2.938 -3.727 -1.698 0.026 0.022 -0.004 0.381
H -3.436 -1.210 -4.005 -0.009 0.005 -0.002 0.443
H -1.929 -2.126 -3.820 -0.015 0.003 0.016 0.467
H -1.872 -0.370 -3.933 -0.009 0.013 0.062 0.369
H -5.957 1.456 -0.044 -0.012 0.023 -0.004 0.538
H -6.179 1.619 -1.768 0.018 -0.015 -0.008 0.577
H -5.848 3.290 1.818 -0.019 -0.013 -0.028 0.301
H -5.985 5.028 1.579 -0.007 0.000 -0.020 0.441
H -4.432 4.236 1.307 -0.019 -0.015 -0.020 0.193
H -4.675 4.852 -2.573 -0.007 -0.014 0.010 0.326
H -3.670 4.733 -1.106 -0.018 0.012 -0.006 0.089
H -4.904 5.989 -1.249 -0.018 -0.007 0.019 0.423
```
Forces are in eV/Å.


Question: The highest E_HOMO belongs to which entry?
Answer: C34H67As3MgNSi3


Question: The highest gap between HOMO and LUMO belongs to which entry?
Answer: C34H67As3MgNSi3


Question: The highest net charge belongs to which entry?
Answer: C44H39AsINOPS5Ta